No. 1
{
  "formula": "C3H13N2",
  "method": "the ωB97M-V functional and the def2-TZVPD basis",
  "multiplicity": 1,
  "e_homo_ev": -14.385,
  "total_charge": 1,
  "gap_ev": 11.38,
  "e_above_lowest_kj_mol": 99.7,
  "symbols": ["N", "N", "C", "C", "C", "H", "H", "H", "H", "H", "H", "H", "H", "H", "H", "H", "H", "H"],
  "xyz": [[-0.91120, -0.60728, 0.10949], [0.98150, 1.29982, 0.39552], [1.46500, 1.95931, -0.86253], [-0.99326, -1.49294, -1.08167], [-0.63997, -1.26512, 1.41093], [-1.81814, -0.15220, 0.21705], [1.75631, 0.78712, 0.79423], [-0.17972, 0.18200, -0.04256], [0.62712, 1.99697, 1.04345], [-1.52639, -1.74008, 1.81324], [2.44516, 1.57413, -1.10870], [-0.28071, -0.51669, 2.11329], [-1.91358, -2.06743, -1.01335], [0.16820, -1.97687, 1.24410], [1.57675, 3.04211, -0.77102], [0.67631, 1.86560, -1.60949], [-0.95872, -0.90991, -1.99430], [-0.15894, -2.18411, -1.08443]]
}

---

No. 2
{
  "formula": "C3H13N2O",
  "method": "the ωB97M-V functional and the def2-TZVPD basis",
  "multiplicity": 2,
  "e_homo_ev": [-3.561, -9.683],
  "s_squared": 0.7506,
  "total_charge": 0,
  "gap_ev": [4.41, 10.30],
  "e_above_lowest_kj_mol": 112.8,
  "symbols": ["O", "N", "N", "C", "C", "C", "H", "H", "H", "H", "H", "H", "H", "H", "H", "H", "H", "H", "H"],
  "xyz": [[0.41358, 2.78889, 0.13394], [-1.49004, -1.12202, -0.17360], [0.58768, 0.35738, 1.48482], [0.02972, 0.08465, -1.63272], [-0.06272, -1.12868, -0.67986], [0.81968, -0.95680, 0.58210], [0.75244, 3.61687, 0.51198], [-0.36337, 0.98187, -1.17015], [1.12565, 0.30861, -1.65565], [-2.15936, -1.27900, -0.94820], [0.24454, -2.08608, -1.14115], [-0.21307, 0.30211, 2.14664], [-1.61132, -0.12300, 0.09602], [-0.13520, 2.36661, 0.88534], [-1.68496, -1.77722, 0.70992], [1.84576, -0.98877, 0.14016], [-0.33986, -0.05942, -2.62799], [1.34807, 0.56604, 2.02085], [0.89278, -1.85202, 1.31756]]
}

---

No. 3
{
  "formula": "C3H13N2O",
  "method": "the ωB97M-V functional and the def2-TZVPD basis",
  "multiplicity": 1,
  "e_homo_ev": -14.124,
  "total_charge": 1,
  "gap_ev": 11.24,
  "e_above_lowest_kj_mol": 11.4,
  "symbols": ["O", "N", "N", "C", "C", "C", "H", "H", "H", "H", "H", "H", "H", "H", "H", "H", "H", "H", "H"],
  "xyz": [[1.43350, -1.06039, 2.55196], [0.14865, 1.43992, -1.50268], [-0.36904, 0.72616, 1.10925], [-1.02543, -0.45649, 0.42565], [-0.22904, -0.93864, -0.77213], [-0.16752, 0.07236, -1.95135], [-0.64080, -1.88005, -1.12384], [-0.99395, 1.11227, 1.80199], [-0.10899, 1.32305, 0.26059], [-1.11843, 0.03235, -2.50507], [1.48615, -0.76970, 3.48266], [1.05156, 1.77849, -1.81615], [0.82381, -1.12099, -0.52149], [-1.15558, -1.23901, 1.14841], [0.54865, -0.29777, -2.68759], [0.51057, 0.48896, 1.58852], [2.33878, -1.26443, 2.26904], [-0.54205, 2.10456, -1.85279], [-1.99084, -0.05064, 0.09502]]
}

---

No. 4
{
  "formula": "C3H13N2O",
  "method": "the ωB97M-V functional and the def2-TZVPD basis",
  "multiplicity": 1,
  "e_homo_ev": -14.166,
  "total_charge": 1,
  "gap_ev": 11.24,
  "e_above_lowest_kj_mol": 57.8,
  "symbols": ["O", "N", "N", "C", "C", "C", "H", "H", "H", "H", "H", "H", "H", "H", "H", "H", "H", "H", "H"],
  "xyz": [[-1.07319, 0.80311, -3.45643], [1.86142, 0.44945, 0.41663], [-0.47114, -0.29497, -0.68332], [1.00010, 0.27081, 1.59298], [-0.08931, -0.81300, 1.64301], [-1.23314, -0.58692, 0.60716], [1.49639, 0.18186, 2.56524], [2.52190, -0.32379, 0.39984], [-1.04530, 0.00976, -1.48146], [0.41315, 1.20821, 1.67844], [0.26183, -1.83225, 1.48779], [-0.24654, 1.08014, -3.86433], [-1.74788, 1.41001, -3.72198], [2.38153, 1.30971, 0.53613], [0.31596, 0.38272, -0.52069], [-1.99171, 0.12707, 0.88364], [-1.71734, -1.53916, 0.34795], [-0.09644, -1.16594, -1.05841], [-0.54027, -0.67682, 2.62782]]
}

---

No. 5
{
  "formula": "C3H13N2O",
  "method": "the ωB97M-V functional and the def2-TZVPD basis",
  "multiplicity": 1,
  "e_homo_ev": -14.513,
  "total_charge": 1,
  "gap_ev": 11.65,
  "e_above_lowest_kj_mol": 47.4,
  "symbols": ["O", "N", "N", "C", "C", "C", "H", "H", "H", "H", "H", "H", "H", "H", "H", "H", "H", "H", "H"],
  "xyz": [[1.16522, -0.67074, 2.45640], [0.17430, -0.66788, -0.22539], [0.39542, 1.91173, -0.15341], [0.38077, -1.69252, -1.30397], [-1.14968, 0.01627, -0.17507], [-0.94870, 1.47557, -0.56963], [0.19949, -1.22833, -2.25487], [0.96379, -1.53780, 2.85682], [0.83488, 0.15496, -0.20288], [0.80114, 2.52617, -0.85075], [0.40507, -1.11425, 0.67094], [-1.88340, -0.54353, -0.75640], [1.36971, -2.10693, -1.17522], [-1.52863, -0.06657, 0.84904], [0.34756, 2.47984, 0.68867], [-0.35815, -2.45793, -1.14648], [-1.73645, 2.13435, -0.23714], [1.55216, -0.17412, 3.19240], [-0.98450, 1.56170, -1.66305]]
}

---

No. 6
{
  "formula": "C3H13N2O2Ru",
  "method": "the ωB97M-V functional and the def2-TZVPD basis",
  "multiplicity": 5,
  "e_homo_ev": [-8.919, -12.082],
  "s_squared": 6.0098,
  "total_charge": 1,
  "gap_ev": [5.76, 8.08],
  "e_above_lowest_kj_mol": 118.4,
  "symbols": ["Ru", "O", "O", "N", "N", "C", "C", "C", "H", "H", "H", "H", "H", "H", "H", "H", "H", "H", "H", "H", "H"],
  "xyz": [[0.19335, 0.14716, -0.25449], [-1.87128, 0.08246, 0.76739], [-1.45781, -2.13326, 1.06331], [0.08440, 2.06281, 0.56155], [-4.22675, -0.34028, 2.01312], [2.08355, 0.41075, -1.15548], [-3.73020, -1.41114, 1.10650], [-2.19972, -1.15956, 0.95153], [2.66180, -0.36714, -1.65264], [1.08574, 0.29364, -1.72897], [-5.23579, -0.41101, 2.19708], [-4.27183, -1.36243, 0.14685], [0.90887, 2.66385, 0.52874], [2.47402, 1.40567, -1.35255], [-0.16388, 1.90778, 1.53940], [0.08989, -1.38108, -0.35754], [-3.73792, -0.42785, 2.91613], [-4.01136, 0.56200, 1.56057], [2.31866, 0.19283, -0.10328], [-3.93539, -2.37468, 1.57960], [-0.68608, 2.56758, 0.12504]]
}

---

No. 7
{
  "formula": "C3H13N2O2S",
  "method": "the ωB97M-V functional and the def2-TZVPD basis",
  "multiplicity": 1,
  "e_homo_ev": -3.072,
  "total_charge": -1,
  "gap_ev": 6.82,
  "e_above_lowest_kj_mol": 46.8,
  "symbols": ["S", "O", "O", "N", "N", "C", "C", "C", "H", "H", "H", "H", "H", "H", "H", "H", "H", "H", "H", "H", "H"],
  "xyz": [[-1.00163, -0.37766, -1.87794], [-1.43018, -3.50465, -0.33406], [-4.33938, -2.55529, 1.58460], [0.58842, 2.19443, -1.07141], [2.79116, 2.26347, 0.82254], [1.06740, 0.94933, -0.52436], [1.77341, 1.22665, 0.81995], [-0.00502, -0.13514, -0.33877], [2.23491, 0.29270, 1.15159], [0.44153, -1.05261, 0.05801], [2.49426, 3.05542, 0.26891], [-1.29219, -3.67241, -1.27568], [1.00151, 1.49131, 1.53872], [-4.08224, -1.66925, 1.31618], [-0.30662, 2.41847, -0.64634], [-0.71009, 0.20239, 0.43396], [3.62894, 1.92142, 0.38917], [-1.38529, -2.53368, -0.28103], [-3.69476, -3.14348, 1.17401], [1.86034, 0.53320, -1.15591], [0.36551, 2.09539, -2.05217]]
}

---

No. 8
{
  "formula": "C3H13N3",
  "method": "the ωB97M-V functional and the def2-TZVPD basis",
  "multiplicity": 1,
  "e_homo_ev": -6.483,
  "total_charge": 0,
  "gap_ev": 7.23,
  "e_above_lowest_kj_mol": 327.0,
  "symbols": ["N", "N", "N", "C", "C", "C", "H", "H", "H", "H", "H", "H", "H", "H", "H", "H", "H", "H", "H"],
  "xyz": [[-0.47922, -1.95255, -0.19096], [-0.36688, -0.93681, 0.83759], [0.39104, 0.88788, -0.60037], [-0.92768, -1.39943, 2.08064], [0.78158, 2.19625, -0.06370], [0.59566, 0.70145, -2.04365], [-2.00076, -1.66816, 2.00377], [0.71035, 0.03422, 0.08279], [1.65541, 0.80224, -2.28653], [0.24450, -0.29741, -2.29653], [0.01302, -2.80373, 0.09906], [0.57515, 2.20791, 1.00635], [-1.45654, -2.23669, -0.31366], [-0.84318, -0.61067, 2.83652], [-0.57147, 0.57163, -0.25009], [0.21888, 2.99361, -0.55177], [-0.41720, -2.29966, 2.47938], [1.84818, 2.36240, -0.22427], [0.02915, 1.44752, -2.60460]]
}

---

Ordered electronic energy results: -6295.5832; -8345.3690; -8343.8635; -8343.3830; -8343.4914; -12967.4580; -21233.8833; -7788.6347; unit eV.
Ordered strongest force on any atom results: 1.1; 5.1; 1.4; 2.5; 1.5; 3.0; 1.2; 0.6; unit eV/Å.